DFT (ωB97M-V with the def2-TZVPD basis set) results for C8H7AuNO5 as an isolated structure.

Output
net charge = +1

The geometry in XYZ format:
```
22
C8H7AuNO5 | the OMol25 dataset | ωB97M-V with the def2-TZVPD basis set
Au 0.002 -0.647 -1.691
O 3.484 -0.640 0.195
C 2.355 -0.721 -0.162
O 1.971 -0.657 -1.451
C 1.192 -0.916 0.809
C 1.213 -0.980 2.186
C -0.004 -1.061 2.863
C -1.217 -1.066 2.175
C -1.188 -1.001 0.797
N 0.004 -0.954 0.212
C -2.352 -0.907 -0.186
O -3.488 -0.897 0.160
O -1.959 -0.850 -1.469
H 2.169 -0.954 2.693
H -0.007 -1.096 3.945
H -2.177 -1.110 2.672
C 0.181 2.627 -2.029
O -0.485 1.472 -2.590
H -0.522 3.455 -1.982
H 1.056 2.896 -2.617
H 0.491 2.359 -1.022
H -0.720 1.649 -3.508
```

These are the Löwdin partial charges, in e, on atoms 1 to 4: Au 1.445; O 0.187; C -0.513; O -0.150



DFT (ωB97M-V with the def2-TZVPD basis set) results for an isolated ion of composition C4H3O2S and charge -1 in a non-equilibrium geometry.

Output
net charge = -1
SMILES string = O=C=C/C([O-])=C/S

The geometry in XYZ format:
```
10
C4H3O2S | the OMol25 dataset | ωB97M-V with the def2-TZVPD basis set
O -3.237 -0.453 0.411
C -2.332 0.106 -0.053
C -1.205 0.449 -0.568
C 0.120 -0.320 -0.429
O 0.274 -1.388 -1.030
C 1.022 0.317 0.379
S 2.736 -0.201 0.274
H -0.875 1.354 -0.905
H 0.903 1.333 0.861
H 2.594 -1.197 1.059
```

These are the Löwdin partial charges, in e, on atoms 1 to 4: O 0.122; C -0.232; C -0.056; C -0.675



DFT (ωB97M-V with the def2-TZVPD basis set) results for a 2-piece molecular cluster, C3H4F2O overall in a non-equilibrium geometry.

Output
net charge = 0

The geometry in XYZ format:
```
10
C3H4F2O | the OMol25 dataset | ωB97M-V with the def2-TZVPD basis set
C -0.151 0.979 1.392
C -0.319 -0.296 -1.153
C 0.516 -0.597 0.099
O 0.446 1.991 1.651
F 1.786 -0.539 -0.036
F 0.233 -1.719 0.738
H -1.150 0.796 1.648
H 0.448 0.205 -1.837
H -1.052 0.412 -0.816
H -0.757 -1.233 -1.685
```

These are the Löwdin partial charges, in e, on atoms 1 to 4: C -0.071; C -0.007; C -0.527; O 0.037



DFT (ωB97M-V with the def2-TZVPD basis set) results for a 2-piece molecular cluster, C5H13NO overall in a non-equilibrium geometry.

Output
net charge = 0
SMILES string = C=C(N)CCC.O

The geometry in XYZ format:
```
20
C5H13NO | the OMol25 dataset | ωB97M-V with the def2-TZVPD basis set
C -0.764 1.706 -0.833
C -0.729 0.380 -0.775
N -1.926 -0.390 -1.034
C 0.533 -0.439 -0.590
C 0.569 -1.094 0.801
C -0.355 -2.278 1.009
H 0.006 2.303 -0.356
H -1.585 2.298 -1.213
H -1.663 -1.210 -1.562
H -2.514 0.223 -1.592
H 1.367 0.262 -0.669
H 0.701 -1.170 -1.386
H 0.331 -0.323 1.549
H 1.592 -1.374 1.070
H -0.175 -3.075 0.283
H -1.417 -2.024 0.947
H -0.229 -2.656 2.016
O 2.206 2.034 0.943
H 2.582 2.323 1.774
H 1.444 1.491 1.147
```

These are the Löwdin partial charges, in e, on atoms 1 to 4: C 0.029; C -0.409; N 0.075; C -0.168



DFT (ωB97M-V with the def2-TZVPD basis set) results for a 2-piece molecular cluster, CH6N2OP2S overall in a non-equilibrium geometry.

Output
net charge = 0

The geometry in XYZ format:
```
13
CH6N2OP2S | the OMol25 dataset | ωB97M-V with the def2-TZVPD basis set
C -0.997 -2.538 -0.188
N 2.010 1.957 -0.577
N -1.565 -1.182 0.104
O 0.458 0.382 0.797
P 3.071 0.882 -0.292
P 0.537 2.662 -0.253
S -0.827 -0.269 1.310
H -0.178 -2.487 -0.904
H -0.524 -2.594 0.883
H -1.812 -3.175 -0.440
H -1.870 -0.764 -0.771
H 0.760 3.901 -0.688
H 0.938 3.226 1.020
```

These are the Löwdin partial charges, in e, on atoms 1 to 4: C -0.146; N -0.861; N -0.442; O -0.794



DFT (ωB97M-V with the def2-TZVPD basis set) results for a 2-piece molecular cluster, C4H14N2O overall in a non-equilibrium geometry.

Output
net charge = 0
SMILES string = CC(C)NCN.O

The geometry in XYZ format:
```
21
C4H14N2O | the OMol25 dataset | ωB97M-V with the def2-TZVPD basis set
C 1.605 -0.340 0.463
C 0.486 -0.845 -0.434
C 0.886 -0.838 -1.914
N -0.762 -0.087 -0.269
C -1.581 -0.385 0.901
N -1.241 0.364 2.114
H 2.478 -0.954 0.334
H 1.799 0.698 0.175
H 1.301 -0.272 1.508
H 0.278 -1.897 -0.195
H 1.947 -1.074 -1.996
H 0.355 -1.643 -2.412
H 0.744 0.129 -2.379
H -1.313 -0.279 -1.093
H -2.578 -0.024 0.648
H -1.610 -1.433 1.143
H -0.908 1.267 1.786
H -0.453 -0.067 2.572
O -0.338 2.606 -0.017
H -0.445 1.711 -0.423
H -0.650 3.363 -0.511
```

These are the Löwdin partial charges, in e, on atoms 1 to 4: C -0.054; C -0.458; C -0.058; N -0.080



Energy relative to the best compared isomer or geometry (same formula, charge and spin) for the records above, in order: 28.6, 31.0, 53.7, 28.5, 69.3, 20.8 kcal per mole